No. 1
Entry from the Open Molecules 2025 dataset: a structure of composition C8H16Si at a distorted geometry (wB97M-V/def2-TZVPD).

Strongest force on any atom in Eh/bohr: 0.0972
Electronic energy in Eh: -603.84144
Total charge: 0
Kohn-Sham gap in eV: 10.590

Each line ends with the Löwdin charge.
Geometry (Å):
Si1 -1.00053 0.25209 -0.05621  0.569
C1 1.00669 -1.87952 -0.72063  -0.161
H1 0.43440 -2.12856 1.41746  0.088
H2 1.90936 -1.98389 -1.30302  0.096
H3 -2.26924 -0.74397 -1.99296  0.021
H4 -1.78305 2.51603 0.69195  0.021
H5 -2.34033 -1.72286 0.74878  0.025
H6 -0.25789 2.64043 -0.16776  0.022
H7 -1.03500 0.35791 -2.57226  0.022
H8 2.64182 0.89644 1.54950  0.057
C2 -0.81471 2.04735 0.55130  -0.181
H9 -2.53302 0.98724 -1.91635  0.021
C3 2.14293 0.68347 -0.47021  -0.052
H10 2.24180 0.87473 -1.51998  0.066
C4 -1.78398 0.20820 -1.79977  -0.175
C5 -2.15115 -0.71932 1.12234  -0.180
C6 1.15816 -1.67638 0.75517  -0.164
H11 -3.11322 -0.22461 1.22756  0.024
H12 -0.28125 2.09438 1.49422  0.024
H13 -1.72333 -0.81368 2.11707  0.023
H14 2.15897 -1.65233 1.15917  0.095
C7 2.83996 1.16230 0.52364  -0.052
C8 0.70651 -0.55018 -0.11168  -0.354
H15 0.18554 -2.47473 -1.09016  0.093
H16 3.66056 1.84949 0.36283  0.051

Forces on atoms 1 to 3 (eV/Å):
Si -0.2099 0.1237 -0.0199
C -0.0371 -0.1927 -0.1173
H -0.1162 -0.0585 0.0335

---

No. 2
Entry from the Open Molecules 2025 dataset: a structure of composition C8H17AgBF4N3S (wB97M-V/def2-TZVPD).

Strongest force on any atom in Eh/bohr: 0.0089
Electronic energy in Eh: -1449.03666
Total charge: 0
Kohn-Sham gap in eV: 9.350

Each line ends with the Löwdin charge.
Geometry (Å):
H1 -5.22486 0.69595 1.91382  0.073
S1 -2.16360 -2.73285 1.56327  0.601
H2 2.61099 2.77432 0.19048  0.090
H3 1.52069 3.13467 -1.15857  0.087
F1 1.47253 -4.14250 -0.81096  0.074
H4 -1.29985 -0.21697 1.04500  0.012
H5 3.70091 -0.60552 -1.10465  0.076
H6 1.26721 1.47713 -3.06791  0.090
C1 -2.92465 -1.19932 1.62831  -0.829
Ag1 -0.03765 -2.46821 0.43860  0.625
H7 -4.57221 -2.08709 2.20366  0.106
C2 2.17118 0.95843 -2.74492  -0.032
H8 3.02502 1.38858 -3.27089  0.093
H9 3.81902 0.49050 0.27958  0.098
N1 -4.20630 -1.16748 2.01896  -0.044
C3 -4.90817 -0.05259 2.63626  -0.073
H10 4.53157 0.94978 -1.27765  0.094
F2 3.58108 -3.31270 -1.33428  0.162
H11 -3.21685 1.76605 1.73742  0.073
F3 1.67265 -2.10151 -1.82368  0.073
H12 -2.04430 1.74860 0.41735  0.078
N2 -2.26908 -0.08494 1.31278  -0.041
C4 1.24931 0.55848 -0.51295  -0.126
C5 3.69219 0.44002 -0.80196  -0.023
H13 3.27072 3.09124 -1.42068  0.090
B1 2.30525 -3.01311 -0.93854  -1.274
C6 2.39801 1.13635 -1.23877  -0.576
N3 0.31479 0.20533 0.05341  0.174
H14 -4.29183 0.42397 3.40042  0.095
C7 2.44560 2.62949 -0.87737  -0.046
H15 -3.64144 1.04353 0.16698  0.095
C8 -2.84265 1.18785 0.89735  -0.069
F4 2.30145 -2.37018 0.36474  0.004
H16 -5.79777 -0.44990 3.11744  0.090
H17 2.09105 -0.09538 -3.00206  0.080

Forces on atoms 1 to 3 (eV/Å):
H -0.0102 -0.0249 -0.0151
S -0.0543 -0.0202 0.0010
H 0.0056 -0.0150 -0.0032

---

No. 3
Entry from the Open Molecules 2025 dataset: the ion C8H17BINO4PS with charge +1 (wB97M-V/def2-TZVPD).

Strongest force on any atom in Eh/bohr: 0.0175
Electronic energy in Eh: -1732.75712
Total charge: +1
Kohn-Sham gap in eV: 7.911
SMILES: COB(O)[C@@H]1C[NH+]=C[C@]1(C[C@H](C)I)P(O)(O)=S

Each line ends with the Löwdin charge.
Geometry (Å):
H1 -2.39259 -2.03453 -2.21166  0.193
H2 2.72018 1.64439 -0.19138  0.078
P1 -0.11558 -1.68452 1.39790  0.232
O1 -1.75161 2.70131 0.24693  0.055
O2 -1.70407 -1.95802 1.37041  -0.168
H3 -2.24201 0.48177 -2.23916  0.148
C1 -0.70218 -1.83169 -1.14054  -0.009
C2 2.64170 0.95078 0.64972  -0.176
H4 1.64134 -1.57208 -1.46568  0.084
H5 -0.89718 4.54448 0.04270  0.102
C3 -0.91411 0.44006 -0.51341  -0.087
H6 0.26452 3.21048 -0.03937  0.088
H7 1.34883 -3.26957 1.36047  0.096
C4 1.42948 -0.69842 -0.84583  -0.234
I1 4.40521 -0.88880 -0.95949  0.889
C5 -0.73775 3.53449 -0.32707  -0.037
C6 -0.02377 -0.82908 -0.25793  -0.360
H8 -2.17767 0.22314 2.07437  0.088
H9 -3.12941 -0.00467 -0.78629  0.147
H10 -1.99326 -2.44698 2.15901  0.114
H11 1.42436 0.15788 -1.52321  0.119
B1 -1.46561 1.42861 0.63946  -0.669
H12 -0.31500 -2.82662 -1.32745  0.166
O3 -1.73851 1.06485 1.91589  0.179
C7 -2.16693 -0.05650 -1.29425  -0.042
H13 3.52659 1.10502 1.26495  0.078
S1 0.66663 -0.93519 2.95682  0.477
O4 0.45291 -3.14145 1.00332  -0.180
H14 -0.37001 1.06935 -1.21821  0.128
H15 1.75029 1.18117 1.23971  0.054
C8 2.58801 -0.47606 0.12734  -0.817
H16 2.60702 -1.19511 0.94076  0.019
H17 -0.82127 3.55252 -1.41658  0.097
N1 -1.80853 -1.44101 -1.63225  0.146

Forces on atoms 1 to 3 (eV/Å):
H 0.0177 0.0216 -0.0149
H -0.0898 0.0081 0.0392
P 0.4646 0.0822 0.2753

---

No. 4
Entry from the Open Molecules 2025 dataset: a structure of composition C8H17BaNO8 at a distorted geometry (wB97M-V/def2-TZVPD).

Strongest force on any atom in Eh/bohr: 0.1793
Electronic energy in Eh: -996.96932
Total charge: 0
Kohn-Sham gap in eV: 7.026

Each line ends with the Löwdin charge.
Geometry (Å):
H1 0.08053 -0.77942 -1.99404  0.124
H2 -2.32624 -3.23674 1.99777  0.097
H3 -0.23455 -3.89760 -0.26515  0.121
H4 -1.06270 -2.53507 3.00967  0.094
O1 1.40846 2.02905 -0.35794  -0.319
H5 3.50422 2.61346 -0.46366  0.092
O2 -0.66058 -2.18079 1.05667  -0.408
H6 2.63533 3.07851 0.81684  0.108
H7 -1.39711 4.09227 -0.88040  0.103
H8 -0.83620 -4.02096 2.05442  0.084
O3 -2.70416 0.48491 0.14060  -0.110
H9 2.72714 -0.05343 -1.23983  0.121
H10 -1.36946 -2.69538 -0.82547  0.127
Ba1 -0.31505 0.19210 0.51348  2.518
H11 1.61228 -2.27860 -0.17748  0.128
C1 -2.66523 0.27601 1.36703  -0.925
C2 1.47933 1.54185 -1.72293  -0.189
C3 -0.45827 -2.83104 -0.24287  -0.137
H12 0.64754 1.72890 -2.40207  0.133
O4 -3.64490 0.63551 2.15488  0.150
C4 2.72742 2.19933 0.17913  -0.070
O5 -0.63213 2.06223 1.13044  -0.370
N1 0.64890 -0.72170 -1.16114  -0.467
H13 1.76955 -0.16539 -2.85569  0.129
O6 -1.70735 1.99735 -0.82676  -0.092
H14 -3.32351 0.47081 3.04436  0.120
C5 -1.26005 -3.01674 2.05200  -0.082
C6 1.78690 0.03411 -1.78424  -0.154
C7 0.81726 -2.10818 -0.90342  -0.210
C8 -1.07422 2.60098 0.08700  -0.810
H15 1.03021 -2.55203 -1.87592  0.126
O7 -1.72108 -0.19491 1.96914  -0.338
H16 2.36750 2.02935 -2.12493  0.117
H17 3.03973 1.24714 0.60797  0.093
O8 -0.88937 3.95408 -0.07746  0.096

Forces on atoms 1 to 3 (eV/Å):
H -1.1055 0.4910 -0.0480
H -0.2943 0.7863 -0.6049
H 0.0654 -0.0543 0.7434